The following is a quantum chemistry calculation of one molecule with the formula C4H8N2O, from the OMol25 dataset.

Each line ends with the Mulliken charge.
Element x y z (Å)
N (0.363740, -0.426715, -2.921501)  -0.587
C (0.401987, 0.553192, -1.878114)  -0.649
C (-1.246439, 0.058244, 1.356701)  -1.297
C (0.173946, -0.430527, 1.556969)  0.536
O (0.643730, 0.113051, 2.759468)  -0.540
C (0.734952, 0.215191, -0.648721)  0.618
N (1.106323, -0.046195, 0.487094)  -0.483
H (-0.534648, -0.403998, -3.393113)  0.247
H (1.072011, -0.220965, -3.619517)  0.239
H (0.168641, 1.603857, -2.057143)  0.300
H (-1.670117, -0.343624, 0.431812)  0.389
H (-1.250527, 1.151462, 1.306942)  0.342
H (0.201209, -1.530977, 1.587128)  0.241
H (-1.865873, -0.255644, 2.200674)  0.325
H (1.600508, -0.025703, 2.775673)  0.319

Forces on the atoms, in the same order (eV/Å):
-0.042 0.094 -0.189
0.070 0.101 0.364
-0.019 0.023 -0.020
-0.306 -0.146 -0.139
0.261 -0.047 0.063
0.058 -0.033 0.325
-0.152 0.173 -0.637
0.100 -0.058 0.044
-0.072 -0.085 0.060
0.064 -0.157 0.022
0.064 0.039 0.136
-0.006 -0.137 0.002
0.014 0.159 0.010
0.096 0.024 -0.109
-0.129 0.049 0.067

Output
Molecular weight: 100.12 g/mol
Kohn-Sham gap: 9.582 eV
LUMO level: 0.029 Eh
Energy above the lowest of the compared OMol25 structures with the same formula, charge and spin: 60.5 kcal/mol